This record from OMol25 describes 5 unconnected molecules or ions with the total composition C33H77NO9S5Si. The level of theory is the ωB97M-V functional and the def2-TZVPD basis.

For the largest force on an atom, the calculation gives 0.00916 hartree/bohr. The value obtained for the molar mass is 820.40 g/mol. Its HOMO energy is -0.298 hartree. As for the net charge: 0.

```
126
Properties=species:S:1:pos:R:3:forces:R:3:mulliken_charge:R:1
C 7.261686 0.939626 -1.710115 0.038 0.066 0.024 -1.212
C 6.402113 2.088509 -1.181196 0.111 -0.196 -0.034 -0.741
C 4.899844 1.853039 -1.358815 0.164 0.002 -0.003 0.308
C 4.372210 2.354542 -2.697804 0.074 -0.037 0.022 -1.000
C 2.964745 1.870782 -3.016262 -0.054 0.109 0.062 -0.600
C 1.948760 2.330765 -1.972885 0.000 -0.112 -0.246 0.516
C 0.483500 2.052038 -2.351314 -0.006 0.215 0.160 -2.044
C -0.340203 1.256025 -1.326071 0.014 -0.106 -0.121 1.283
O -1.619296 1.879020 -1.182511 0.013 -0.187 0.086 -0.574
C -1.950641 2.580864 0.001638 -0.031 0.199 -0.196 0.705
S -1.961165 1.458297 1.465596 -0.108 -0.064 -0.032 -0.183
C -3.375951 3.061364 -0.263604 0.035 -0.076 -0.094 -1.396
O -4.209854 1.965417 -0.545935 -0.179 0.152 0.233 -0.061
C -5.061374 2.088219 -1.658358 0.034 -0.085 -0.058 -0.531
C -6.441759 1.542161 -1.345671 -0.098 -0.075 -0.281 0.064
O -6.364540 0.334629 -0.619733 0.032 -0.063 0.078 -0.186
C -7.158359 -0.711167 -1.144324 0.042 -0.006 0.027 -0.257
C -7.134719 -1.870154 -0.158423 0.079 0.078 -0.116 -1.232
Si -0.841076 4.106678 0.385847 0.093 0.198 0.276 1.150
C -1.719902 5.153649 1.698814 0.128 -0.081 0.023 -1.433
C 0.827805 3.589546 1.083766 -0.153 0.094 0.081 -0.776
C -0.641741 5.168965 -1.158430 0.009 -0.361 -0.017 -1.433
C -0.625020 -0.180312 -1.789024 0.008 0.060 -0.065 -0.937
C 0.610994 -0.924315 -2.283862 0.219 -0.064 -0.088 0.770
C 0.312145 -2.341708 -2.776703 0.101 -0.107 -0.148 -1.824
N 0.646447 -3.371066 -1.783600 -0.007 0.057 -0.066 1.046
C 2.022222 -3.856987 -1.897578 -0.005 -0.041 0.199 -0.984
C 2.560372 -4.408651 -0.569256 -0.340 -0.021 -0.146 -0.887
C -0.335945 -4.412626 -1.735204 0.091 -0.084 -0.061 0.321
C -0.381911 -5.391575 -2.888973 -0.246 -0.078 0.070 -1.380
O -1.100008 -4.502927 -0.814487 -0.059 -0.004 0.062 -0.532
O -1.345878 -0.918311 -0.827624 -0.132 -0.029 -0.024 -0.507
C -0.596534 -1.401415 0.271485 0.112 -0.098 0.447 -0.769
H 8.294358 1.025328 -1.368669 0.029 0.047 -0.041 0.385
H 6.881205 -0.018636 -1.351497 -0.006 -0.036 -0.027 0.284
H 7.282606 0.915514 -2.800587 -0.083 -0.070 -0.027 0.313
H 6.628978 2.226894 -0.122442 -0.019 0.051 0.024 0.382
H 6.694379 3.006299 -1.699081 -0.017 0.111 0.130 0.329
H 4.701307 0.777832 -1.284396 -0.062 -0.006 0.091 0.084
H 4.363232 2.315344 -0.530968 -0.113 -0.008 -0.041 0.070
H 4.370881 3.450223 -2.692687 0.070 0.019 -0.034 0.325
H 5.059401 2.043879 -3.491669 -0.020 0.006 -0.037 0.376
H 2.954271 0.777882 -3.073460 0.033 -0.011 -0.082 0.038
H 2.672614 2.260698 -3.996454 -0.052 -0.098 -0.041 0.334
H 2.188934 1.873889 -1.011178 -0.008 0.038 0.055 -0.504
H 2.074999 3.412431 -1.863211 0.060 0.002 0.175 0.489
H 0.425672 1.578194 -3.333205 -0.021 -0.053 -0.042 0.944
H -0.036258 3.001003 -2.468476 -0.024 -0.005 -0.057 0.557
H 0.181212 1.216248 -0.365997 -0.051 0.077 0.064 -0.342
H -1.406547 2.328698 2.317233 0.105 0.020 0.088 0.087
H -3.754320 3.591521 0.613381 0.014 0.049 0.020 0.237
H -3.349118 3.759443 -1.109762 -0.011 -0.025 -0.032 0.446
H -4.632414 1.542049 -2.506633 0.084 -0.046 0.035 0.164
H -5.176515 3.135782 -1.957452 -0.002 0.013 -0.054 0.352
H -7.048421 2.267785 -0.799430 0.110 0.034 0.151 -0.271
H -6.948237 1.378223 -2.304681 -0.042 0.074 0.004 0.464
H -6.753267 -1.018612 -2.115628 -0.104 -0.008 -0.075 0.329
H -8.185238 -0.360439 -1.309301 -0.018 0.041 0.021 0.351
H -6.899978 -1.475408 0.828790 -0.093 -0.028 0.063 0.299
H -6.368445 -2.597858 -0.418060 0.039 -0.012 0.047 0.334
H -8.098938 -2.375081 -0.125547 -0.001 -0.066 0.012 0.325
H -2.584917 4.668178 2.148792 -0.044 0.006 -0.015 0.350
H -2.030809 6.112366 1.282470 -0.128 -0.013 -0.015 0.365
H -1.018318 5.370037 2.506909 0.006 0.030 0.017 0.366
H 0.968823 4.056120 2.061107 0.003 0.024 0.014 0.574
H 0.913438 2.514745 1.239690 0.145 -0.025 -0.089 -0.068
H 1.648304 3.924525 0.450561 0.049 -0.110 -0.045 0.227
H -1.362223 4.872007 -1.922729 -0.060 0.119 -0.020 0.355
H 0.351584 5.025836 -1.585173 0.033 0.104 -0.022 0.288
H -0.780440 6.223777 -0.927230 0.010 0.053 -0.026 0.512
H -1.318868 -0.078618 -2.632090 -0.032 -0.023 -0.008 0.354
H 1.049440 -0.373010 -3.112877 -0.010 0.104 -0.004 0.613
H 1.382662 -0.981863 -1.510384 -0.013 0.054 0.024 -0.157
H 0.889264 -2.521680 -3.694346 -0.043 -0.059 -0.051 0.273
H -0.740453 -2.427298 -3.056839 -0.058 0.026 0.129 0.611
H 2.622219 -3.005731 -2.216039 0.037 -0.006 -0.074 0.456
H 2.104284 -4.626088 -2.678135 0.060 0.091 -0.167 0.540
H 3.304261 -3.742121 -0.139337 0.022 -0.024 0.085 0.236
H 1.735080 -4.501132 0.137194 0.030 0.026 0.072 0.338
H 3.003783 -5.394963 -0.680363 0.138 0.052 0.035 0.059
H -1.320958 -5.935978 -2.833533 0.005 -0.030 -0.027 0.440
H 0.432808 -6.110003 -2.805718 0.073 0.011 -0.048 0.271
H -0.309861 -4.882155 -3.849655 0.127 0.016 -0.018 0.317
H -1.177934 -1.248348 1.179227 -0.102 0.049 -0.029 0.430
H 0.343788 -0.857678 0.394363 0.040 0.037 0.057 0.224
H -0.380662 -2.464921 0.166862 -0.002 0.163 -0.078 0.112
C 4.830472 -0.616343 2.513074 0.060 0.052 -0.010 -1.151
S 3.195575 -0.556252 1.772386 -0.025 -0.090 -0.053 0.892
O 2.996226 0.836473 1.274533 -0.049 0.045 -0.035 -0.767
C 2.293910 -0.688921 3.312075 -0.202 0.031 -0.090 -1.090
H 5.559967 -0.496217 1.713932 -0.016 0.003 -0.012 0.289
H 4.922845 0.192000 3.238078 -0.024 -0.001 0.004 0.349
H 4.965594 -1.583506 2.996399 0.006 -0.008 -0.005 0.406
H 2.583532 0.119407 3.978712 0.010 -0.026 -0.049 0.334
H 2.508279 -1.652423 3.773438 0.011 -0.003 0.003 0.430
H 1.232630 -0.622797 3.071847 0.015 -0.018 -0.053 0.326
C 2.270431 1.446693 8.106129 -0.036 0.028 0.047 -0.949
S 3.291710 0.089652 7.526907 0.022 0.012 -0.048 0.401
O 3.254982 0.143212 6.038416 0.082 0.007 0.162 -0.528
C 2.169786 -1.225438 8.010180 -0.039 -0.025 0.048 -0.941
H 2.780930 2.371315 7.846048 0.013 -0.007 -0.009 0.312
H 1.301529 1.403250 7.609519 0.009 -0.013 -0.018 0.296
H 2.158009 1.378736 9.188070 0.003 0.012 0.000 0.386
H 1.207893 -1.074860 7.520799 0.011 0.015 -0.017 0.300
H 2.059524 -1.226605 9.094493 0.001 -0.013 -0.001 0.384
H 2.610440 -2.165322 7.684896 0.015 0.006 -0.007 0.309
C -10.490130 4.665476 1.051488 -0.043 0.012 0.042 -0.964
S -9.236883 3.566191 0.380912 0.038 0.026 0.030 0.548
O -9.379785 3.611576 -1.097358 -0.035 0.002 -0.044 -0.610
C -10.002942 2.037270 0.928300 -0.010 -0.051 0.024 -0.625
H -10.215065 5.679907 0.771271 0.013 -0.004 -0.010 0.343
H -11.458479 4.409988 0.621898 0.010 -0.009 -0.018 0.287
H -10.508746 4.574636 2.137502 0.002 0.009 0.000 0.353
H -11.006476 1.968311 0.508912 0.009 0.012 -0.021 0.333
H -10.031369 2.015281 2.017615 0.010 -0.009 -0.001 0.353
H -9.384894 1.219524 0.561568 0.022 0.008 0.000 -0.006
C 5.047632 -7.090874 -2.547764 0.018 0.018 -0.041 -0.642
S 4.967252 -7.773834 -0.886157 0.020 -0.107 -0.009 0.485
O 5.038725 -6.629479 0.055604 0.029 0.066 0.040 -0.564
C 6.603399 -8.515843 -0.905199 0.035 -0.050 -0.056 -0.963
H 4.123151 -6.543189 -2.721169 -0.005 0.000 0.013 0.033
H 5.898713 -6.413644 -2.617447 -0.003 0.004 0.025 0.298
H 5.135653 -7.903058 -3.269259 -0.013 0.002 -0.004 0.394
H 7.344811 -7.740950 -1.098184 -0.015 0.017 0.014 0.307
H 6.643400 -9.292243 -1.669253 0.004 -0.007 0.010 0.366
H 6.770153 -8.955146 0.075753 -0.014 0.006 0.008 0.333
```
Positions in Å, forces in eV/Å.